(1)
Density functional theory data (wB97M-V/def2-TZVPD) for a structure of composition C33H34N5O3PPtS5.

XYZ file:
```
82
C33H34N5O3PPtS5 | OMol25 | wB97M-V/def2-TZVPD
Pt 0.615 -0.162 -0.659
N -0.966 1.088 0.392
N -0.941 1.156 1.798
C -1.326 0.088 2.561
N -1.166 0.232 3.878
N -1.817 -0.917 1.866
N -2.320 -2.028 2.497
O -1.142 -3.100 0.049
O -2.216 -2.103 3.698
H -0.694 2.014 0.055
H -1.913 0.877 0.080
H -0.466 1.958 2.188
H -0.868 1.101 4.285
H -1.501 -0.531 4.447
S -0.237 -0.123 -2.965
S 1.073 -1.064 -4.091
S 3.010 -0.563 -3.395
S 2.997 -0.420 -1.456
O 1.109 2.128 -0.833
S 2.045 3.031 -1.639
C 0.970 4.464 -2.080
C -0.470 4.054 -2.018
C -1.058 3.377 -3.083
C -2.376 2.950 -3.000
C -3.119 3.205 -1.852
C -2.542 3.898 -0.795
C -1.220 4.315 -0.875
C 3.137 3.788 -0.397
C 2.441 4.030 0.906
C 2.302 2.984 1.816
C 1.666 3.192 3.031
C 1.139 4.442 3.339
C 1.278 5.489 2.439
C 1.935 5.285 1.233
H 1.274 4.761 -3.083
H 1.188 5.270 -1.382
H -0.491 3.205 -3.991
H -2.835 2.448 -3.841
H -4.153 2.893 -1.795
H -3.128 4.128 0.086
H -0.772 4.859 -0.051
H 3.508 4.701 -0.868
H 3.972 3.094 -0.296
H 2.735 2.016 1.589
H 1.626 2.394 3.764
H 0.656 4.609 4.292
H 0.901 6.472 2.687
H 2.085 6.122 0.562
C 2.222 -5.027 -3.402
C 3.008 -4.459 -2.407
C 2.419 -3.680 -1.423
C 1.041 -3.463 -1.432
C 0.253 -4.050 -2.422
C 0.848 -4.827 -3.406
P 0.282 -2.425 -0.168
C -2.413 -2.893 -0.484
C -2.803 -1.701 -1.057
C -4.091 -1.586 -1.567
C -4.969 -2.655 -1.489
C -4.561 -3.839 -0.887
C -3.279 -3.966 -0.376
C 1.107 -2.783 1.376
C 1.612 -1.749 2.160
C 2.199 -2.022 3.385
C 2.267 -3.334 3.831
C 1.764 -4.371 3.055
C 1.186 -4.101 1.827
H 2.679 -5.645 -4.162
H 4.073 -4.641 -2.385
H 3.032 -3.279 -0.623
H -0.822 -3.909 -2.431
H 0.234 -5.289 -4.167
H -2.127 -0.857 -1.061
H -4.407 -0.654 -2.018
H -5.971 -2.565 -1.884
H -5.246 -4.672 -0.810
H -2.948 -4.874 0.109
H 1.550 -0.718 1.811
H 2.599 -1.221 3.992
H 2.715 -3.552 4.792
H 1.825 -5.390 3.409
H 0.796 -4.909 1.219
```

The expectation value of S² is 6.02. As for the total charge: +2. As for the energy relative to the best compared isomer or geometry (same formula, charge and spin): 0.00 kJ/mol. The spin multiplicity is 5. The largest force on an atom comes out at 0.5 eV/Å. Its lowest unoccupied orbital energy (alpha / beta) is -5.9 / -9.0 eV. Its HOMO energy (alpha / beta) is -12.95 / -13.34 eV. Its frontier orbital gap (alpha / beta) is 0.2578 / 0.1598 hartree.

---

(2)
Density functional theory data (wB97M-V/def2-TZVPD) for a cluster of 15 separate species, C18H66N29O15S in total in a non-equilibrium geometry.

XYZ file:
```
129
C18H66N29O15S | OMol25 | wB97M-V/def2-TZVPD
N -2.888 3.760 8.279
C -3.248 2.837 7.255
C -2.177 1.725 6.891
S -0.660 1.947 7.835
C 0.650 2.341 6.681
C 1.126 1.157 5.818
O 2.000 0.379 6.265
H -3.011 3.532 9.245
H -2.501 4.657 8.057
H -4.169 2.310 7.544
H -3.487 3.339 6.309
H -1.948 1.746 5.821
H -2.584 0.733 7.136
H -0.391 0.710 8.308
H 1.511 2.683 7.274
H 0.334 3.183 6.049
H 0.708 1.013 4.802
C -4.697 2.571 3.408
O -4.680 2.831 4.610
N -5.211 3.438 2.495
N -4.205 1.417 2.884
H -5.235 3.248 1.510
H -5.589 4.301 2.839
H -3.852 0.734 3.526
H -4.195 1.209 1.889
C -2.383 0.031 0.061
O -3.479 0.600 0.032
N -1.730 -0.410 -1.034
N -1.756 -0.182 1.255
H -0.851 -0.895 -1.006
H -2.175 -0.276 -1.930
H -2.238 0.156 2.062
H -0.861 -0.626 1.380
C -0.703 -3.282 -2.852
O -0.132 -2.611 -1.997
N -0.319 -3.241 -4.165
N -1.751 -4.088 -2.579
H -0.781 -3.765 -4.883
H 0.448 -2.645 -4.408
H -2.061 -4.137 -1.628
H -2.231 -4.647 -3.258
C -2.875 -0.324 -5.314
O -2.582 -0.393 -4.118
N -3.408 0.787 -5.857
N -2.651 -1.372 -6.165
H -3.641 0.889 -6.827
H -3.520 1.584 -5.253
H -2.246 -2.195 -5.764
H -2.866 -1.354 -7.143
C -4.309 4.386 -6.290
O -3.726 3.668 -7.094
N -5.604 4.771 -6.453
N -3.686 4.836 -5.162
H -6.092 5.363 -5.811
H -6.081 4.472 -7.280
H -2.742 4.521 -5.001
H -4.133 5.418 -4.481
C -3.158 -7.504 -1.727
O -3.238 -6.391 -2.221
N -2.848 -8.606 -2.469
N -3.373 -7.728 -0.396
H -2.781 -9.529 -2.084
H -2.684 -8.467 -3.454
H -3.608 -6.936 0.171
H -3.315 -8.633 0.030
C 1.975 -1.700 2.755
O 0.912 -1.086 2.857
N 2.477 -2.070 1.551
N 2.735 -2.067 3.822
H 3.347 -2.565 1.448
H 1.948 -1.826 0.734
H 2.408 -1.828 4.736
H 3.603 -2.565 3.726
C -0.611 2.668 -3.634
O -1.606 3.111 -4.191
N -0.339 1.340 -3.534
N 0.316 3.501 -3.057
H 0.474 0.986 -3.068
H -0.997 0.682 -3.941
H 0.146 4.486 -3.113
H 1.139 3.172 -2.593
C 6.530 -2.567 3.388
O 5.720 -2.760 2.481
N 7.001 -1.323 3.678
N 7.025 -3.557 4.168
H 7.667 -1.138 4.407
H 6.660 -0.557 3.129
H 6.711 -4.493 3.993
H 7.695 -3.374 4.897
C -0.946 -9.123 -6.170
O -1.717 -8.251 -5.799
N -0.492 -10.109 -5.339
N -0.475 -9.178 -7.450
H 0.140 -10.830 -5.628
H -0.809 -10.094 -4.389
H -0.791 -8.470 -8.085
H 0.157 -9.882 -7.779
C 8.829 1.093 1.150
O 8.997 1.165 2.358
N 8.063 0.115 0.583
N 9.390 1.984 0.279
H 7.897 0.028 -0.401
H 7.646 -0.554 1.204
H 9.957 2.712 0.670
H 9.265 1.942 -0.714
C -7.040 6.844 -9.374
O -7.182 6.393 -8.249
N -6.528 6.103 -10.401
N -7.377 8.129 -9.692
H -6.400 6.457 -11.329
H -6.260 5.158 -10.199
H -7.754 8.698 -8.958
H -7.266 8.522 -10.606
C 10.403 -2.983 6.253
O 9.178 -2.943 6.214
N 11.174 -1.896 5.978
N 11.077 -4.121 6.578
H 12.175 -1.907 6.004
H 10.703 -1.045 5.733
H 10.532 -4.935 6.788
H 12.077 -4.179 6.619
C -0.266 6.539 5.231
O -0.029 6.701 6.416
N -0.983 5.453 4.796
N 0.155 7.396 4.262
H -1.207 5.262 3.837
H -1.309 4.829 5.507
H 0.681 8.198 4.558
H -0.036 7.272 3.287
```

As for the total charge: +1. The spin multiplicity is 1. The largest force on an atom comes out at 4.1 eV/Å. Its lowest unoccupied orbital energy is -3.0 eV. Its HOMO energy is -10.16 eV. Its frontier orbital gap is 0.2642 hartree.

---

(3)
Density functional theory data (wB97M-V/def2-TZVPD) for a structure of composition C21H28F6N4O4S4Sc.

XYZ file:
```
68
C21H28F6N4O4S4Sc | OMol25 | wB97M-V/def2-TZVPD
Sc -1.390 1.159 -0.163
C -2.044 -0.791 -2.787
C -2.510 -1.475 -1.538
C -3.090 -2.752 -1.628
C -3.488 -3.395 -0.494
C -3.307 -2.784 0.763
C -3.667 -3.432 1.967
C -3.454 -2.809 3.161
C -2.885 -1.521 3.193
C -2.530 -0.856 2.044
S -1.874 0.779 2.159
C -2.737 -1.495 0.792
N -2.355 -0.855 -0.371
H -2.088 -1.469 -3.635
H -1.014 -0.444 -2.687
H -2.672 0.072 -3.014
H -3.204 -3.209 -2.601
H -3.935 -4.381 -0.545
H -4.109 -4.419 1.922
H -3.727 -3.295 4.087
H -2.730 -1.023 4.142
F -0.118 2.535 -4.916
C -0.933 3.424 -4.363
F -0.663 4.631 -4.813
F -2.190 3.102 -4.630
S -0.671 3.356 -2.539
O -1.114 1.973 -2.209
O 0.682 3.654 -2.222
N -1.730 4.421 -2.065
S -2.482 4.213 -0.714
O -1.765 3.265 0.165
O -2.958 5.414 -0.142
C -3.998 3.202 -1.138
F -4.991 3.495 -0.334
F -3.698 1.869 -0.957
F -4.354 3.361 -2.394
C 5.973 1.939 2.050
C 4.603 1.538 2.584
C 3.469 2.228 1.835
C 2.085 1.871 2.360
N 1.789 0.436 2.254
C 1.286 -0.187 1.199
S 1.047 0.691 -0.286
N 1.031 -1.488 1.294
C 0.621 -2.413 0.237
C 1.683 -3.478 -0.010
C 2.988 -2.933 -0.589
C 2.840 -2.373 -2.002
H 6.771 1.436 2.594
H 6.128 3.015 2.147
H 6.070 1.682 0.994
H 4.537 1.785 3.649
H 4.492 0.452 2.502
H 3.520 1.984 0.770
H 3.581 3.312 1.915
H 1.311 2.420 1.827
H 2.003 2.117 3.419
H 1.962 -0.116 3.081
H 1.199 -1.920 2.193
H 0.436 -1.828 -0.660
H -0.321 -2.875 0.542
H 1.259 -4.217 -0.695
H 1.883 -4.003 0.929
H 3.720 -3.742 -0.598
H 3.395 -2.162 0.073
H 2.440 -3.130 -2.679
H 3.807 -2.056 -2.392
H 2.179 -1.505 -2.031
```

As for the total charge: +1. As for the energy relative to the best compared isomer or geometry (same formula, charge and spin): 13.69 kJ/mol. The spin multiplicity is 1. The largest force on an atom comes out at 0.6 eV/Å. Its lowest unoccupied orbital energy is -3.6 eV. Its HOMO energy is -11.09 eV. Its frontier orbital gap is 0.2763 hartree.

---

(4)
Density functional theory data (wB97M-V/def2-TZVPD) for a cluster of 14 separate species, C6H39NO13 in total in a non-equilibrium geometry.

XYZ file:
```
59
C6H39NO13 | OMol25 | wB97M-V/def2-TZVPD
C 1.509 -0.176 -1.026
C 1.911 -1.233 0.103
C 0.923 -1.182 1.291
C -2.359 -3.121 0.966
C -1.184 -2.501 1.464
C -0.524 -1.440 0.932
N 1.300 1.137 -0.459
H 2.345 -0.164 -1.764
H 0.608 -0.491 -1.588
H 1.894 -2.184 -0.331
H 2.965 -0.975 0.267
H 1.252 -2.050 1.949
H 0.909 -0.221 2.023
H -2.762 -3.855 1.694
H -3.221 -2.405 1.113
H -2.412 -3.453 -0.022
H -0.611 -3.176 2.197
H -0.932 -0.769 0.241
H 2.076 1.534 0.040
H 0.641 0.993 0.381
H -0.350 2.727 2.268
H 0.298 3.762 1.372
O 0.456 2.863 1.707
H -2.971 -0.359 -1.315
H -4.200 -1.007 -2.057
O -3.342 -1.158 -1.587
H 3.479 -0.794 3.551
H 2.355 -1.652 3.646
O 3.061 -1.531 3.071
H 0.643 1.383 -3.136
H -0.449 2.163 -3.987
O -0.272 1.936 -3.073
H 1.135 -4.443 -1.310
H 1.594 -3.174 -2.192
O 1.766 -4.062 -1.941
H 1.622 4.525 -1.596
H 1.078 3.219 -1.152
O 1.257 4.073 -0.791
H 0.362 -0.306 3.749
H 0.140 -1.600 4.691
O 0.825 -0.960 4.349
H -0.829 -0.541 -3.456
H 0.369 -1.656 -3.511
O 0.032 -0.708 -3.939
H -1.051 -2.267 -1.300
H -1.492 -2.190 -2.935
O -0.857 -1.956 -2.156
H -1.554 1.684 -1.770
H -1.225 1.148 -0.339
O -1.811 1.081 -1.117
H -3.520 2.605 2.249
H -3.090 1.374 1.732
O -2.827 2.043 2.282
H 2.575 2.304 2.316
H 2.851 2.816 0.891
O 3.066 2.041 1.521
H -0.977 3.844 -2.083
H -1.003 4.208 -0.663
O -1.473 4.299 -1.464
```

As for the total charge: 0. As for the energy relative to the best compared isomer or geometry (same formula, charge and spin): 683.08 kJ/mol. The spin multiplicity is 1. The largest force on an atom comes out at 5.6 eV/Å. Its lowest unoccupied orbital energy is 0.1 eV. Its HOMO energy is -8.91 eV. Its frontier orbital gap is 0.3302 hartree.

---

(5)
Density functional theory data (wB97M-V/def2-TZVPD) for the molecule C22H27F2NO2 in a non-equilibrium geometry.

XYZ file:
```
54
C22H27F2NO2 | OMol25 | wB97M-V/def2-TZVPD
O -3.415 -1.263 -2.004
H -2.591 -1.674 -2.288
C -3.108 -0.138 -1.217
C -2.374 -0.477 0.099
C -2.151 0.797 0.924
C -1.099 1.727 0.324
N 0.160 1.029 0.157
C 0.001 -0.081 -0.762
C -0.988 -1.087 -0.183
H -1.073 -1.947 -0.850
H -0.571 -1.444 0.760
H 0.975 -0.564 -0.886
H -0.328 0.268 -1.759
C 1.244 1.908 -0.240
C 2.579 1.241 -0.046
C 2.802 0.463 1.086
C 4.021 -0.146 1.294
C 5.046 0.028 0.370
C 4.846 0.810 -0.755
C 3.609 1.404 -0.958
H 3.458 2.010 -1.839
H 5.639 0.981 -1.467
O 6.249 -0.605 0.669
C 7.140 -0.799 -0.318
F 7.892 0.310 -0.562
F 8.005 -1.742 0.082
H 6.702 -1.112 -1.286
H 4.207 -0.753 2.165
H 1.998 0.334 1.792
H 1.141 2.249 -1.287
H 1.205 2.795 0.401
H -0.936 2.563 1.011
H -1.462 2.147 -0.632
H -3.085 1.350 1.018
H -1.812 0.505 1.920
C -3.197 -1.523 0.882
H -3.528 -2.279 0.167
H -2.534 -2.014 1.600
C -4.416 -1.020 1.668
C -5.531 -0.472 0.823
C -5.942 0.849 0.951
C -6.972 1.350 0.174
C -7.611 0.532 -0.742
C -7.219 -0.791 -0.867
C -6.193 -1.289 -0.087
H -5.897 -2.322 -0.190
H -7.718 -1.436 -1.574
H -8.412 0.922 -1.351
H -7.277 2.381 0.285
H -5.454 1.495 1.669
H -4.105 -0.271 2.397
H -4.804 -1.877 2.228
H -2.520 0.579 -1.804
H -4.070 0.324 -0.988
```

As for the total charge: 0. As for the energy relative to the best compared isomer or geometry (same formula, charge and spin): 0.00 kJ/mol. The spin multiplicity is 1. The largest force on an atom comes out at 1.3 eV/Å. Its lowest unoccupied orbital energy is 0.6 eV. Its HOMO energy is -8.83 eV. Its frontier orbital gap is 0.3484 hartree.

---

(6)
Density functional theory data (wB97M-V/def2-TZVPD) for a cluster of 6 separate species, C24H48O6 in total in a non-equilibrium geometry.

XYZ file:
```
78
C24H48O6 | OMol25 | wB97M-V/def2-TZVPD
C -11.485 10.573 -16.745
C -12.330 11.802 -16.451
C -13.619 11.177 -15.970
O -13.771 9.949 -16.678
C -12.552 9.703 -17.420
H -11.220 10.105 -15.796
H -10.641 10.828 -17.381
H -12.421 12.427 -17.342
H -11.828 12.405 -15.689
H -14.401 11.929 -16.115
H -13.587 10.981 -14.895
H -12.724 10.035 -18.447
H -12.342 8.636 -17.377
C -16.113 10.736 -8.222
C -15.613 11.158 -6.832
C -16.662 10.675 -5.834
O -17.327 9.617 -6.501
C -17.389 9.941 -7.891
H -15.293 10.199 -8.688
H -16.425 11.616 -8.789
H -15.219 12.166 -6.717
H -14.756 10.518 -6.587
H -17.397 11.457 -5.585
H -16.244 10.284 -4.907
H -18.362 10.400 -8.098
H -17.434 8.970 -8.397
C -11.471 7.125 -12.990
C -10.496 8.291 -12.957
C -10.141 8.432 -11.489
O -10.233 7.099 -10.970
C -11.165 6.352 -11.711
H -11.284 6.582 -13.916
H -12.482 7.542 -12.986
H -10.866 9.177 -13.476
H -9.589 8.023 -13.512
H -10.900 9.003 -10.934
H -9.218 8.982 -11.312
H -12.074 6.263 -11.097
H -10.958 5.310 -11.982
C -19.403 12.095 -10.947
C -18.040 11.794 -11.553
C -17.563 13.253 -11.784
O -18.119 14.028 -10.729
C -19.051 13.222 -9.999
H -19.767 11.257 -10.338
H -20.182 12.281 -11.681
H -18.182 11.213 -12.467
H -17.352 11.207 -10.950
H -17.977 13.571 -12.742
H -16.474 13.289 -11.805
H -19.913 13.808 -9.667
H -18.627 12.891 -9.044
C -15.124 9.855 -12.817
C -15.968 8.781 -12.149
C -15.112 8.289 -10.974
O -14.162 9.346 -10.768
C -14.460 10.478 -11.579
H -15.689 10.589 -13.389
H -14.373 9.325 -13.405
H -16.230 7.991 -12.854
H -16.880 9.202 -11.722
H -14.657 7.322 -11.179
H -15.790 8.249 -10.120
H -13.546 10.986 -11.887
H -15.146 11.159 -11.068
C -14.297 5.377 -16.133
C -14.338 5.025 -14.650
C -15.555 5.750 -14.173
O -15.600 6.953 -14.951
C -14.736 6.843 -16.089
H -15.039 4.786 -16.674
H -13.314 5.202 -16.570
H -13.405 5.248 -14.133
H -14.443 3.934 -14.625
H -15.430 6.035 -13.124
H -16.431 5.096 -14.197
H -13.871 7.499 -15.971
H -15.247 7.141 -17.005
```

As for the total charge: 0. As for the energy relative to the best compared isomer or geometry (same formula, charge and spin): 242.10 kJ/mol. The spin multiplicity is 1. The largest force on an atom comes out at 2.4 eV/Å. Its lowest unoccupied orbital energy is 0.7 eV. Its HOMO energy is -9.47 eV. Its frontier orbital gap is 0.3719 hartree.